A molecular structure, C29H57N10OSeTi at a distorted geometry. Source: the OMol25 dataset; level of theory: ωB97M-V/def2-TZVPD.

Output
Highest occupied orbital energy (alpha / beta) = -12.526 / -12.853 eV
Orbital gap (alpha / beta) = 0.308 / 0.320 hartree
Net charge = +2
ΔE to the lowest compared entry with this formula, charge and spin = 5.6 kcal/mol
2S+1 = 2
DFT total energy = -136398.471 eV

Atoms and positions in Å:
Ti -0.39 -0.36 -0.03
C -2.23 1.86 -3.86
N -1.89 0.70 -3.07
C -3.01 0.09 -2.39
C -0.66 0.15 -3.07
N -0.26 -0.61 -2.04
C 0.58 -1.69 -2.31
C 0.59 -2.38 -3.53
C 1.44 -3.45 -3.73
C 2.29 -3.88 -2.73
C 2.24 -3.26 -1.49
C 1.36 -2.20 -1.26
N 1.23 -1.60 0.02
C 1.30 -2.45 1.06
N 1.91 -2.04 2.20
C 3.01 -1.10 2.17
C 1.55 -2.48 3.53
N 0.81 -3.71 1.01
C -0.22 -4.10 0.07
C 1.43 -4.82 1.70
N 0.17 0.46 -4.10
C -0.24 0.38 -5.49
C 1.61 0.47 -3.93
H -2.79 2.56 -3.24
H -2.85 1.60 -4.72
H -1.33 2.36 -4.20
H -3.67 -0.39 -3.12
H -3.60 0.86 -1.88
H -2.66 -0.65 -1.67
H -0.08 -2.09 -4.32
H 1.41 -3.98 -4.68
H 2.96 -4.70 -2.90
H 2.86 -3.62 -0.69
H 3.88 -1.55 2.66
H 2.77 -0.18 2.71
H 3.28 -0.87 1.14
H 0.69 -3.14 3.50
H 1.28 -1.60 4.12
H 2.39 -2.97 4.02
H -0.74 -3.22 -0.30
H -0.92 -4.76 0.57
H 0.20 -4.65 -0.78
H 2.34 -4.50 2.19
H 1.69 -5.59 0.96
H 0.76 -5.27 2.43
H -1.29 0.11 -5.57
H 0.35 -0.40 -5.99
H -0.06 1.32 -6.01
H 1.87 0.60 -2.88
H 2.01 1.30 -4.51
H 2.07 -0.45 -4.30
C -3.96 -0.54 1.58
C -2.94 -1.58 1.09
C -2.35 -2.31 2.32
C -3.62 -2.59 0.14
O -1.90 -0.93 0.43
H -4.77 -1.04 2.10
H -4.37 0.02 0.75
H -3.47 0.15 2.28
H -3.15 -2.82 2.87
H -1.89 -1.58 2.99
H -1.60 -3.03 2.02
H -3.99 -3.45 0.69
H -2.90 -2.94 -0.61
H -4.46 -2.12 -0.38
C 0.24 2.71 4.77
N 1.11 2.78 3.63
C 2.12 3.69 3.44
C 2.70 3.41 2.25
N 2.04 2.34 1.71
C 2.35 1.80 0.41
C 1.06 1.95 2.56
Se -0.11 0.51 2.41
H 0.22 3.68 5.27
H 0.59 1.96 5.48
H -0.76 2.43 4.45
H 2.34 4.44 4.16
H 3.52 3.89 1.75
H 2.27 2.59 -0.34
H 1.67 0.97 0.16
H 3.38 1.44 0.40
C -0.48 5.17 -1.99
C -0.93 4.23 -0.87
C -2.44 4.37 -0.68
C -0.20 4.63 0.42
N -0.61 2.85 -1.30
N -0.97 1.83 -0.36
H -0.77 6.18 -1.74
H -0.94 4.89 -2.93
H 0.60 5.15 -2.11
H -2.67 5.39 -0.40
H -2.82 3.72 0.11
H -2.96 4.15 -1.61
H -0.39 5.67 0.64
H 0.88 4.51 0.31
H -0.53 4.05 1.29
H 0.39 2.79 -1.49
H -1.98 1.64 -0.49
H -0.89 2.19 0.60

---

A molecular structure, C29H57NO2OsP2 at a distorted geometry. Source: the OMol25 dataset; level of theory: ωB97M-V/def2-TZVPD.

Output
Highest occupied orbital energy (alpha / beta) = -18.433 / -20.606 eV
Orbital gap (alpha / beta) = 0.251 / 0.169 hartree
Net charge = +4
2S+1 = 5
DFT total energy = -57583.808 eV

Atoms and positions in Å:
Os -0.13 -1.31 -0.74
C -1.85 -2.14 -0.89
O -2.93 -2.60 -0.92
C 1.46 -0.29 -0.45
O 2.39 0.40 -0.24
P -0.15 -0.42 -2.89
C -0.84 1.28 -3.25
H -0.71 1.39 -4.33
C 1.53 -0.31 -3.71
H 2.14 0.14 -2.91
C -1.24 -1.48 -3.96
H -2.23 -1.34 -3.49
C -0.81 -3.70 1.71
P -0.11 -1.97 1.57
H -0.76 -1.66 3.86
H -1.86 -3.56 1.40
C 1.55 -2.23 2.42
H 1.34 -3.00 3.17
C 2.09 -1.70 -4.02
H 1.63 -2.15 -4.91
H 2.00 -2.39 -3.17
H 3.16 -1.58 -4.24
C 1.61 0.60 -4.94
H 2.59 0.42 -5.41
H 1.57 1.66 -4.67
H 0.83 0.39 -5.69
C -1.33 -1.03 -5.42
H -1.64 0.02 -5.53
H -2.11 -1.65 -5.90
H -0.40 -1.20 -5.96
C -0.86 -2.96 -3.83
H -1.77 -3.54 -4.02
H -0.51 -3.22 -2.82
H -0.11 -3.26 -4.56
C -2.33 1.37 -2.92
H -2.95 1.00 -3.75
H -2.60 2.42 -2.74
H -2.59 0.80 -2.02
C -0.01 2.37 -2.56
H -0.11 2.28 -1.47
H -0.41 3.35 -2.85
H 1.05 2.34 -2.82
C -0.80 -4.30 3.13
H -1.11 -3.61 3.91
H 0.18 -4.71 3.39
H -1.51 -5.14 3.15
C -0.14 -4.64 0.71
H 0.84 -4.98 1.06
C -0.91 0.32 3.12
H -0.02 -4.16 -0.28
H -0.78 -5.52 0.57
C -2.63 -1.49 2.81
H -1.70 0.91 2.64
H -0.90 0.59 4.18
H 0.05 0.64 2.69
C -1.14 -1.18 2.94
H -3.20 -0.76 3.40
H -2.89 -2.48 3.18
H -2.97 -1.41 1.76
C 2.10 -0.99 3.14
H 2.35 -0.21 2.41
H 3.03 -1.26 3.65
H 1.42 -0.59 3.90
C 2.62 -2.77 1.46
H 2.26 -3.61 0.86
H 3.48 -3.11 2.05
H 2.97 -1.98 0.79
H -0.43 1.35 0.83
H -1.03 0.08 -0.70
C 0.64 3.41 4.06
N 1.65 3.74 3.03
C 3.03 3.49 3.52
C 1.41 3.07 1.69
C 0.04 3.42 1.17
C -0.43 4.73 1.12
C -1.77 4.96 0.75
C -2.63 3.89 0.43
C -2.14 2.58 0.45
C -0.81 2.38 0.81
H 0.73 2.36 4.35
H -0.36 3.63 3.68
H 0.84 4.05 4.93
H 1.57 4.75 2.84
H 3.13 2.43 3.78
H 3.74 3.75 2.73
H 3.20 4.12 4.40
H 2.22 3.40 1.02
H 1.54 1.99 1.84
H 0.25 5.54 1.38
H -2.17 5.98 0.72
H -3.68 4.06 0.18
H -2.75 1.71 0.22

---

A molecular structure, C29H58N6O3P2RbS3Se at a distorted geometry. Source: the OMol25 dataset; level of theory: ωB97M-V/def2-TZVPD.

Output
Highest occupied orbital energy = -9.738 eV
Orbital gap = 0.298 hartree
Net charge = +1
DFT total energy = -163185.227 eV

Atoms and positions in Å:
Rb 0.76 0.07 1.72
C -1.45 -2.16 -0.67
N -2.39 -1.52 0.24
C -3.69 -1.23 -0.35
P -2.22 -1.67 1.85
O -0.81 -1.87 2.24
O -2.86 -0.32 2.47
P -2.51 1.23 2.21
O -1.19 1.50 1.60
N -3.72 1.73 1.22
C -3.50 2.70 0.17
C -5.10 1.61 1.65
N -2.60 1.81 3.76
C -3.56 1.36 4.75
C -2.24 3.21 3.92
N -3.32 -2.77 2.41
C -3.51 -2.87 3.86
C -3.23 -4.08 1.79
H -1.12 -1.45 -1.44
H -1.91 -3.03 -1.15
H -0.57 -2.48 -0.13
H -3.61 -0.39 -1.04
H -4.41 -0.97 0.43
H -4.07 -2.10 -0.89
H -2.44 2.72 -0.08
H -3.82 3.70 0.47
H -4.07 2.41 -0.72
H -5.21 0.81 2.39
H -5.73 1.35 0.80
H -5.48 2.54 2.09
H -3.79 0.31 4.61
H -4.48 1.95 4.71
H -3.12 1.48 5.74
H -1.51 3.50 3.16
H -1.78 3.35 4.90
H -3.11 3.87 3.85
H -3.63 -1.88 4.29
H -2.66 -3.36 4.34
H -4.41 -3.44 4.05
H -3.17 -3.98 0.70
H -4.14 -4.64 2.02
H -2.36 -4.65 2.14
C 3.47 1.31 6.55
C 2.59 0.07 6.52
S 1.80 -0.25 4.93
C 2.61 -1.75 4.34
C 4.04 -1.61 3.86
S 4.20 -0.46 2.46
C 5.37 0.78 3.05
C 4.88 1.76 4.11
S 5.10 1.14 5.80
H 3.66 1.58 7.60
H 2.95 2.16 6.11
H 1.79 0.18 7.26
H 3.16 -0.81 6.80
H 1.97 -2.12 3.53
H 2.55 -2.51 5.13
H 4.41 -2.58 3.54
H 4.68 -1.26 4.67
H 5.63 1.33 2.14
H 6.29 0.28 3.37
H 3.83 2.00 3.95
H 5.46 2.68 4.02
C 2.34 -3.23 -2.94
C 2.37 -2.60 -4.33
C 3.62 -1.76 -4.59
C 3.70 -0.48 -3.78
N 2.60 0.43 -4.06
C 1.59 0.78 -3.23
Se 1.44 0.25 -1.47
N 0.76 1.61 -3.89
C -0.48 2.19 -3.39
C -1.73 1.75 -4.14
C -2.22 0.33 -3.85
C -1.25 -0.78 -4.22
C 1.26 1.83 -5.17
C 0.84 2.67 -6.19
C 1.62 2.71 -7.33
C 2.78 1.95 -7.44
C 3.22 1.13 -6.42
C 2.43 1.08 -5.28
H 1.48 -3.89 -2.83
H 2.28 -2.47 -2.16
H 3.24 -3.82 -2.76
H 1.48 -1.99 -4.48
H 2.33 -3.39 -5.08
H 3.69 -1.53 -5.65
H 4.51 -2.35 -4.35
H 4.63 0.06 -3.99
H 3.67 -0.67 -2.70
H -0.36 3.27 -3.43
H -0.54 1.91 -2.33
H -1.58 1.86 -5.22
H -2.52 2.45 -3.87
H -3.16 0.19 -4.39
H -2.47 0.26 -2.79
H -0.86 -0.66 -5.23
H -1.75 -1.75 -4.18
H -0.40 -0.83 -3.53
H -0.05 3.28 -6.10
H 1.32 3.35 -8.15
H 3.37 2.01 -8.35
H 4.13 0.56 -6.50

---

Repeat the second record exactly.
A molecular structure, C29H57NO2OsP2 at a distorted geometry. Source: the OMol25 dataset; level of theory: ωB97M-V/def2-TZVPD.

Output
Highest occupied orbital energy (alpha / beta) = -18.433 / -20.606 eV
Orbital gap (alpha / beta) = 0.251 / 0.169 hartree
Net charge = +4
2S+1 = 5
DFT total energy = -57583.808 eV

Atoms and positions in Å:
Os -0.13 -1.31 -0.74
C -1.85 -2.14 -0.89
O -2.93 -2.60 -0.92
C 1.46 -0.29 -0.45
O 2.39 0.40 -0.24
P -0.15 -0.42 -2.89
C -0.84 1.28 -3.25
H -0.71 1.39 -4.33
C 1.53 -0.31 -3.71
H 2.14 0.14 -2.91
C -1.24 -1.48 -3.96
H -2.23 -1.34 -3.49
C -0.81 -3.70 1.71
P -0.11 -1.97 1.57
H -0.76 -1.66 3.86
H -1.86 -3.56 1.40
C 1.55 -2.23 2.42
H 1.34 -3.00 3.17
C 2.09 -1.70 -4.02
H 1.63 -2.15 -4.91
H 2.00 -2.39 -3.17
H 3.16 -1.58 -4.24
C 1.61 0.60 -4.94
H 2.59 0.42 -5.41
H 1.57 1.66 -4.67
H 0.83 0.39 -5.69
C -1.33 -1.03 -5.42
H -1.64 0.02 -5.53
H -2.11 -1.65 -5.90
H -0.40 -1.20 -5.96
C -0.86 -2.96 -3.83
H -1.77 -3.54 -4.02
H -0.51 -3.22 -2.82
H -0.11 -3.26 -4.56
C -2.33 1.37 -2.92
H -2.95 1.00 -3.75
H -2.60 2.42 -2.74
H -2.59 0.80 -2.02
C -0.01 2.37 -2.56
H -0.11 2.28 -1.47
H -0.41 3.35 -2.85
H 1.05 2.34 -2.82
C -0.80 -4.30 3.13
H -1.11 -3.61 3.91
H 0.18 -4.71 3.39
H -1.51 -5.14 3.15
C -0.14 -4.64 0.71
H 0.84 -4.98 1.06
C -0.91 0.32 3.12
H -0.02 -4.16 -0.28
H -0.78 -5.52 0.57
C -2.63 -1.49 2.81
H -1.70 0.91 2.64
H -0.90 0.59 4.18
H 0.05 0.64 2.69
C -1.14 -1.18 2.94
H -3.20 -0.76 3.40
H -2.89 -2.48 3.18
H -2.97 -1.41 1.76
C 2.10 -0.99 3.14
H 2.35 -0.21 2.41
H 3.03 -1.26 3.65
H 1.42 -0.59 3.90
C 2.62 -2.77 1.46
H 2.26 -3.61 0.86
H 3.48 -3.11 2.05
H 2.97 -1.98 0.79
H -0.43 1.35 0.83
H -1.03 0.08 -0.70
C 0.64 3.41 4.06
N 1.65 3.74 3.03
C 3.03 3.49 3.52
C 1.41 3.07 1.69
C 0.04 3.42 1.17
C -0.43 4.73 1.12
C -1.77 4.96 0.75
C -2.63 3.89 0.43
C -2.14 2.58 0.45
C -0.81 2.38 0.81
H 0.73 2.36 4.35
H -0.36 3.63 3.68
H 0.84 4.05 4.93
H 1.57 4.75 2.84
H 3.13 2.43 3.78
H 3.74 3.75 2.73
H 3.20 4.12 4.40
H 2.22 3.40 1.02
H 1.54 1.99 1.84
H 0.25 5.54 1.38
H -2.17 5.98 0.72
H -3.68 4.06 0.18
H -2.75 1.71 0.22